Below is C16H29ClF6N2O4Tc as an isolated structure, with properties calculated with ωB97M-V/def2-TZVPD.

Structure (XYZ):
```
59
Properties=species:S:1:pos:R:3:forces:R:3
Tc -1.176667 -0.081777 -0.147472 -0.174 0.133 0.666
C 4.547427 -1.950702 1.667562 0.004 0.004 0.008
C 3.643152 -0.919929 2.323448 0.002 0.004 -0.008
N 2.744447 -0.251001 1.349593 0.033 -0.016 0.019
C 3.364831 0.817948 0.533679 0.008 -0.002 0.009
C 3.730103 0.383481 -0.880371 0.003 -0.005 0.005
C 1.496827 -0.611302 1.201373 -0.094 0.066 0.058
C 0.915482 -1.709027 2.030027 0.054 -0.023 -0.011
N 0.714331 0.006111 0.275995 0.181 -0.027 -0.265
H 5.125380 -2.456818 2.439356 0.005 0.004 0.000
H 5.253214 -1.490303 0.978140 -0.002 -0.003 -0.001
H 3.971366 -2.703797 1.128447 -0.002 -0.001 0.002
H 4.227987 -0.128161 2.788962 -0.001 0.003 0.009
H 3.040006 -1.367046 3.106260 -0.005 -0.010 -0.010
H 4.258324 1.125517 1.071169 0.008 -0.004 -0.003
H 2.700470 1.685863 0.535758 0.007 -0.008 -0.009
H 4.444253 -0.436935 -0.866611 -0.004 0.003 -0.002
H 4.191386 1.221791 -1.400710 -0.001 0.000 -0.002
H 2.866592 0.059937 -1.462519 -0.018 -0.005 -0.009
H 0.913908 -1.431523 3.084681 -0.038 0.012 0.002
H 1.519548 -2.610723 1.925050 -0.005 0.006 0.009
H -0.101114 -1.933730 1.735314 -0.034 -0.009 -0.031
H 1.223687 0.671411 -0.297691 0.055 -0.025 0.042
C -0.233070 2.253502 2.310376 0.029 -0.028 -0.032
C -1.073549 2.862491 1.219941 -0.061 -0.028 0.043
O -1.181092 2.014553 0.019158 0.042 -0.043 0.058
C -1.908090 2.721707 -1.058061 -0.056 -0.001 -0.055
C -0.955691 3.516259 -1.914603 0.014 -0.017 0.004
H -0.301784 2.910039 3.178327 0.009 0.013 -0.007
H 0.818211 2.187507 2.032836 0.003 -0.001 -0.018
H -0.595680 1.272415 2.616050 -0.012 0.000 0.013
H -0.645604 3.803536 0.877718 -0.033 0.008 -0.003
H -2.095476 3.042964 1.556709 -0.006 -0.023 0.007
H -2.648706 3.353639 -0.569598 -0.028 -0.028 -0.004
H -2.439282 1.952508 -1.617124 0.048 0.071 0.013
H -0.429848 4.277257 -1.338890 0.006 0.004 -0.013
H -1.527240 4.029419 -2.688469 -0.008 0.001 0.005
H -0.226562 2.875129 -2.410013 -0.007 0.005 0.015
Cl -4.117950 -1.998526 3.071650 -0.002 0.007 0.010
C -4.297329 -0.465935 2.219120 -0.030 0.075 -0.003
C -3.140784 -0.224332 1.309582 0.120 0.049 -0.258
O -1.928596 -0.556848 1.632491 -0.226 0.035 0.005
O -3.250107 0.311590 0.168243 0.088 -0.220 0.349
H -4.341823 0.346855 2.947067 0.004 -0.007 0.003
H -5.213088 -0.461007 1.633537 0.002 -0.017 -0.006
C -1.296164 -3.321307 -2.701136 0.040 0.002 0.004
C -1.556384 -1.862591 -2.377990 -0.005 -0.058 0.115
O -1.576345 -1.664538 -0.965965 -0.064 0.102 -0.045
C -0.439367 -0.951785 -2.910829 0.160 -0.226 -0.084
F -0.486822 -0.653814 -4.174770 -0.024 0.033 0.047
F -0.541091 0.286236 -2.197389 0.144 0.168 -0.418
F 0.761371 -1.409377 -2.587240 -0.091 0.071 -0.078
C -2.947828 -1.427688 -2.905905 0.050 -0.123 -0.121
F -3.023855 -1.629547 -4.214212 -0.082 0.023 0.055
F -3.164086 -0.123540 -2.661037 0.021 0.018 -0.047
F -3.887796 -2.127112 -2.287181 -0.002 0.036 -0.029
H -0.307455 -3.616729 -2.358504 -0.021 0.003 0.028
H -1.368477 -3.486348 -3.775124 0.013 0.002 -0.013
H -2.047521 -3.925878 -2.198201 -0.016 -0.004 -0.018
```
Positions in Å, forces in eV/Å.

Results
- Net charge: +2
- ⟨S²⟩: 0.755
- Kohn-Sham gap (spin up / spin down): 7.84 / 8.17 eV
- E_LUMO (spin up / spin down): -8.441 / -8.125 eV
- Multiplicity: 2
- Highest occupied orbital energy (spin up / spin down): -16.281 / -16.290 eV



Below is C16H29N2STl as an isolated structure, with properties calculated with ωB97M-V/def2-TZVPD.

Structure (XYZ):
```
49
Properties=species:S:1:pos:R:3:forces:R:3
C 1.717175 2.647365 -0.988006 0.405 0.203 -0.001
H 2.538440 3.288417 -0.644042 -0.134 -0.168 -0.040
H 2.049889 2.132263 -1.896601 -0.014 0.024 0.096
H 1.574437 1.869793 -0.200162 0.697 0.843 -0.288
C 0.447562 3.445202 -1.223667 -0.207 0.170 0.130
H -0.366816 2.766236 -1.519287 -0.065 0.032 -0.096
H 0.121257 3.910638 -0.284830 0.062 -0.051 -0.102
C 0.627358 4.524340 -2.291858 -0.027 -0.052 -0.063
H -0.295474 5.088329 -2.449957 0.114 -0.091 0.050
H 1.407541 5.234554 -2.001830 -0.090 -0.107 -0.004
H 0.918114 4.082720 -3.249937 -0.015 0.045 0.088
C -0.970070 -2.049425 -0.292432 0.794 -1.423 -0.815
C -1.636804 -1.273038 -1.312541 0.611 1.055 -1.466
C -0.652608 -0.907275 -2.295128 -3.094 0.835 0.742
C 0.582563 -1.523688 -1.948336 1.729 -0.215 0.889
C 0.393001 -2.270635 -0.737530 -0.140 0.537 1.275
C 1.410221 -3.144960 -0.041000 -0.230 -0.078 -0.317
C 1.867938 -1.385845 -2.721694 -0.619 -0.196 0.391
C -0.876724 -0.037778 -3.503309 0.132 -0.488 0.111
C -3.101988 -0.925366 -1.326768 0.143 -0.261 -0.207
C -1.603693 -2.647954 0.916761 -0.027 -0.049 -0.581
Tl 0.137818 0.342917 0.046198 0.720 -0.350 -0.703
H 2.740489 -1.684754 -2.134339 -0.223 -0.039 -0.141
H 1.779830 -2.049658 -3.591413 0.186 0.107 -0.053
H 2.019740 -0.361918 -3.084204 -0.157 -0.253 -0.027
H 2.443825 -2.877075 -0.298520 -0.346 -0.089 0.054
H 1.307913 -3.113313 1.054476 -0.021 -0.076 -0.358
H 1.233240 -4.183472 -0.367856 0.230 0.233 0.258
H -2.439262 -2.050170 1.289035 0.098 -0.330 -0.198
H -1.979871 -3.618683 0.569300 -0.078 -0.098 0.378
H -0.892280 -2.806646 1.729439 -0.035 -0.126 -0.105
H -3.323305 -0.044629 -1.945136 0.121 -0.311 0.158
H -3.643226 -1.787107 -1.759732 0.022 0.398 0.206
H -3.501253 -0.747202 -0.320450 0.078 -0.116 -0.206
H -0.037063 0.648760 -3.671630 -0.176 -0.173 -0.005
H -0.947895 -0.709437 -4.370404 -0.031 0.343 -0.044
H -1.799611 0.544430 -3.430944 0.176 -0.179 -0.027
S -1.696307 0.423574 1.726071 -0.292 0.463 0.850
C -0.636774 0.276678 3.096553 -0.038 -0.116 0.408
N 0.509376 -0.403140 3.197472 0.286 -0.583 -1.444
C 1.082519 -0.327426 4.541277 0.431 -0.092 -0.230
C 0.026909 0.442248 5.312018 -0.349 0.166 0.337
N -0.939063 0.799725 4.272511 -0.867 0.527 -0.100
H 0.993081 -0.908223 2.427555 -0.856 0.664 0.993
H 2.023814 0.206531 4.481083 0.210 -0.038 0.191
H 1.227891 -1.324181 4.937689 0.178 -0.123 0.057
H 0.427491 1.339706 5.771258 -0.048 0.034 0.153
H -0.470531 -0.176896 6.050369 0.029 0.023 0.237
H -1.798826 1.325455 4.484499 0.724 -0.432 -0.430
```
Positions in Å, forces in eV/Å.

Results
- Net charge: +2
- Kohn-Sham gap (spin up / spin down): 5.01 / 5.94 eV
- E_LUMO (spin up / spin down): -9.665 / -8.891 eV
- Highest occupied orbital energy (spin up / spin down): -14.679 / -14.831 eV



Below is one molecule with the formula C16H29N3O2S, with properties calculated with ωB97M-V/def2-TZVPD.

Structure (XYZ):
```
51
Properties=species:S:1:pos:R:3:forces:R:3
C 3.489053 -4.010908 -1.777155 0.081 -0.053 0.041
C 2.642262 -3.206093 -1.166323 -0.203 0.020 0.057
C 1.149369 -3.314386 -1.314214 0.269 -0.424 0.158
N 0.599101 -2.106582 -1.879107 -0.200 0.569 -0.663
C 0.025175 -1.023196 -1.265676 -0.270 0.176 -0.201
N -0.274012 -0.106190 -2.132811 -0.284 0.446 0.504
N 0.109484 -0.595633 -3.336428 0.339 -0.725 0.529
C 0.652387 -1.833216 -3.228369 -0.147 0.231 -0.164
S 1.209800 -2.799268 -4.427584 0.247 -0.456 -0.641
H -0.026801 -0.071649 -4.183802 0.049 -0.128 0.046
C -0.226694 -0.915171 0.199245 0.013 0.245 0.279
C 1.074461 -0.570544 0.954947 0.222 -0.012 -0.214
H 0.817431 -0.168043 1.935971 -0.001 -0.097 0.030
C 2.022039 0.426688 0.268909 -0.508 0.216 -0.001
C 1.433919 1.837530 0.190766 0.139 -0.210 -0.296
O 1.093975 2.240835 1.499373 0.070 -0.176 0.074
C 0.546932 3.538348 1.557805 -0.058 0.164 0.273
C 0.211454 3.862455 3.008907 0.047 0.007 -0.351
C -0.368517 5.262826 3.150823 0.088 -0.224 0.001
H -0.600989 5.471022 4.191854 -0.050 0.098 0.057
H 0.342098 6.008315 2.801266 0.034 0.139 -0.018
H -1.281471 5.359866 2.567687 -0.117 0.082 -0.038
H -0.501675 3.122126 3.375110 0.027 -0.060 0.030
H 1.121301 3.771479 3.604389 0.010 -0.063 0.023
H 1.270293 4.268614 1.161759 -0.077 -0.043 0.006
H -0.359549 3.589597 0.934652 0.064 0.013 0.022
H 2.191765 2.517372 -0.228776 -0.077 -0.094 0.024
H 0.556902 1.849179 -0.467981 0.025 0.017 0.044
O 3.250299 0.451982 0.956832 0.346 0.055 0.285
H 3.099586 0.925883 1.784572 0.042 -0.018 -0.006
H 2.263818 0.092268 -0.745870 -0.092 0.065 0.056
H 1.651716 -1.484247 1.113852 0.030 0.027 0.020
H -0.540773 -1.902120 0.561704 -0.011 0.047 -0.073
C -1.380139 0.063280 0.478434 -0.156 -0.188 0.117
C -2.744601 -0.626706 0.494357 0.164 0.123 -0.325
C -3.142500 -1.220651 -0.854952 -0.247 0.012 0.251
C -4.556490 -1.788150 -0.822413 0.241 0.023 -0.101
H -4.637901 -2.568657 -0.068635 -0.073 -0.094 0.076
H -4.819483 -2.214983 -1.787191 -0.111 -0.067 -0.059
H -5.275987 -1.007800 -0.584668 -0.118 0.056 0.033
H -3.075380 -0.445080 -1.620242 0.089 -0.020 -0.056
H -2.446642 -2.015626 -1.131468 0.069 -0.005 -0.095
H -2.747496 -1.415242 1.252028 -0.040 -0.015 0.089
H -3.498136 0.108398 0.786299 -0.065 -0.014 0.070
H -1.387108 0.839855 -0.284567 -0.003 0.128 0.069
H -1.215972 0.536498 1.447064 0.090 0.052 -0.006
H 0.674357 -3.495127 -0.346018 -0.033 0.037 -0.117
H 0.908974 -4.133317 -1.999499 -0.049 0.090 0.144
H 2.995235 -2.396817 -0.541608 0.128 0.103 0.102
H 4.553598 -3.903480 -1.662048 0.207 0.063 0.069
H 3.151532 -4.805532 -2.421200 -0.138 -0.117 -0.150
```
Positions in Å, forces in eV/Å.

Results
- Kohn-Sham gap: 8.64 eV
- Relative energy (zero: lowest compared OMol25 entry of this formula, charge and spin): 18.6 kJ/mol
- E_LUMO: 0.749 eV
- Highest occupied orbital energy: -7.890 eV
- SMILES string: C=CCn1c([C@H](CCCC)C[C@H](O)COCCC)n[nH]c1=S



Below is a 12-piece molecular cluster, C16H30Cl22F3NO3 overall, with properties calculated with ωB97M-V/def2-TZVPD.

Structure (XYZ):
```
75
Properties=species:S:1:pos:R:3:forces:R:3
O 0.938577 -2.729109 -1.432300 2.095 2.088 1.646
C 1.731152 -2.027092 -0.794888 -0.232 -1.082 -1.008
O 3.099656 -1.994043 -1.180575 -2.103 0.756 1.422
N 1.404367 -1.213437 0.376968 0.218 -1.047 -1.698
C -0.059509 -0.987165 0.513422 -0.735 -0.106 0.308
C -0.691802 -0.107760 -0.656230 0.406 -1.680 -0.342
O 0.014035 1.126252 -0.944265 -1.003 -0.267 1.858
C 0.181056 1.964857 0.215693 0.263 0.936 -0.923
C 1.754443 2.089244 0.486686 0.757 0.124 -0.662
F 2.143231 1.704217 1.774289 -0.466 0.640 -2.491
F 2.171274 3.445190 0.323894 -0.691 -2.341 0.554
F 2.500594 1.379338 -0.485542 -1.285 1.564 2.551
H 3.525014 -1.230926 -0.717376 -0.471 -0.717 -0.361
H 1.809968 -1.718178 1.174785 -0.217 0.563 -0.162
H -0.259566 -0.511130 1.542755 0.563 -0.839 -2.342
H -0.564086 -2.013959 0.478238 0.166 1.471 0.160
H -0.627295 -0.741538 -1.615522 0.148 1.516 1.699
H -1.811491 0.014894 -0.424757 1.683 0.154 -0.321
H -0.429025 1.663466 1.120771 1.084 0.082 -0.963
H -0.175409 3.017168 -0.070151 0.665 -1.463 0.419
C -2.861842 -1.346272 -4.220215 0.287 -0.157 -0.044
Cl -2.170841 -1.946529 -2.708801 -0.315 -0.353 -0.459
Cl -4.553927 -0.874862 -4.007383 -0.115 0.054 -0.126
H -2.292097 -0.479541 -4.550069 -0.144 -0.044 0.141
H -2.805955 -2.130839 -4.970026 -0.105 0.058 0.240
C -7.075565 -2.714135 -1.619153 0.194 -0.005 -0.107
Cl -6.389153 -3.311670 -0.105360 -0.109 0.137 0.054
Cl -8.766859 -2.239286 -1.414867 -0.052 0.037 -0.110
H -6.503182 -1.849424 -1.948817 -0.097 -0.086 0.144
H -7.017954 -3.502147 -2.367957 -0.071 0.040 0.169
C -3.679342 3.217323 1.503824 -0.184 0.097 0.171
Cl -2.581157 4.310926 0.654879 -0.078 0.129 0.009
Cl -3.280643 1.526073 1.174182 -0.158 0.004 0.146
H -3.599119 3.396974 2.574095 0.102 -0.064 -0.160
H -4.697563 3.411211 1.172514 0.186 -0.066 -0.077
C 0.907831 6.728708 -0.167799 0.058 -0.108 0.207
Cl -0.044353 6.320671 -1.600897 -0.058 -0.130 0.069
Cl 1.777986 8.251042 -0.388545 0.025 -0.024 0.090
H 0.238531 6.824829 0.685050 0.033 0.076 -0.182
H 1.627623 5.933650 0.015554 -0.063 0.122 -0.140
C 5.269943 3.927350 1.114890 -0.155 -0.086 -0.227
Cl 6.541497 2.708318 1.263585 -0.021 -0.029 -0.074
Cl 5.433612 5.176879 2.355263 -0.066 0.105 -0.008
H 5.339472 4.392817 0.133449 0.121 -0.003 0.174
H 4.302692 3.444223 1.226155 0.223 0.065 0.125
C -5.146085 -2.214692 -7.441969 -0.276 0.122 -0.051
Cl -5.464392 -3.829539 -6.798592 -0.064 0.049 0.014
Cl -3.411953 -1.873144 -7.484633 -0.018 0.100 -0.229
H -5.543124 -2.152063 -8.453188 0.162 -0.107 0.104
H -5.634819 -1.478523 -6.806600 0.173 -0.142 0.029
C -3.146270 -5.599999 -1.085514 0.154 -0.143 -0.070
Cl -3.295452 -4.935046 0.544639 0.134 -0.063 0.057
Cl -4.258339 -4.804707 -2.205098 0.104 -0.233 -0.281
H -2.126422 -5.450018 -1.435312 -0.160 0.135 0.053
H -3.374012 -6.663680 -1.056587 -0.093 0.187 0.037
C -2.110192 -1.595122 4.385399 -0.204 -0.040 0.300
Cl -2.668713 -3.009517 3.488736 -0.029 0.046 0.074
Cl -0.761314 -0.806836 3.554660 -0.196 0.043 0.981
H -2.931326 -0.886790 4.477175 0.132 -0.066 -0.162
H -1.781705 -1.909893 5.374351 0.059 -0.055 -0.201
C 5.596269 -3.822533 0.264043 -0.042 -0.239 -0.216
Cl 6.466755 -2.452781 -0.434911 -0.002 -0.042 -0.047
Cl 4.959972 -3.427306 1.865961 -0.089 -0.056 0.030
H 4.766848 -4.083718 -0.390544 0.052 0.207 0.106
H 6.277739 -4.666306 0.352540 -0.017 0.206 0.093
C 8.392826 7.115559 0.545522 0.010 -0.124 0.244
Cl 7.441144 6.712938 -0.888659 -0.064 -0.105 0.037
Cl 9.284128 8.625317 0.320090 0.035 -0.012 0.076
H 7.721465 7.224653 1.394923 0.025 0.049 -0.193
H 9.101368 6.311891 0.735820 -0.065 0.130 -0.140
C 0.480278 -4.128642 6.842376 0.221 -0.004 0.127
Cl -1.254930 -4.196103 7.175349 -0.009 0.015 0.088
Cl 0.795744 -4.039382 5.105913 0.067 0.022 0.026
H 0.897933 -3.246174 7.323027 -0.133 -0.064 -0.130
H 0.951739 -5.024416 7.241605 -0.153 0.062 -0.125
```
Positions in Å, forces in eV/Å.

Results
- Kohn-Sham gap: 10.26 eV
- E_LUMO: 0.191 eV
- Highest occupied orbital energy: -10.065 eV
- SMILES string: O=C(O)NCCOCC(F)(F)F.ClCCl.ClCCl.ClCCl.ClCCl.ClCCl.ClCCl.ClCCl.ClCCl.ClCCl.ClCCl.ClCCl



Number 1: E -59245.0007 eV. Number 2: E -35554.3037 eV. Number 3: E -36462.7462 eV. Number 4: E -308356.2000 eV.